{
  "formula": "C17H31BrNO4OsSSi3",
  "method": "ωB97M-V with the def2-TZVPD basis set",
  "symbols": ["Os", "C", "O", "Si", "C", "C", "C", "Si", "C", "C", "C", "Si", "C", "C", "C", "H", "H", "H", "H", "H", "H", "H", "H", "H", "H", "H", "H", "H", "H", "H", "H", "H", "H", "H", "H", "H", "H", "H", "H", "H", "H", "H", "Br", "C", "C", "C", "C", "C", "C", "C", "O", "O", "H", "H", "H", "H", "O", "S", "N"],
  "coordinates": [[0.0549, -0.4881, -0.1506], [-1.4115, 2.0973, -1.4714], [-1.4062, 1.0041, -0.5355], [-2.7499, -0.0009, -0.1327], [-4.0613, 1.0362, 0.7141], [-3.4242, -0.6765, -1.7449], [-1.6081, -1.1507, 0.8602], [-2.0186, -3.0308, 0.6147], [-1.0140, -4.1665, 1.7411], [-1.6344, -3.4706, -1.1941], [-3.8368, -3.2831, 1.0410], [-1.3496, -0.5524, 2.7069], [-3.0108, -0.6863, 3.5737], [-0.7128, 1.2368, 2.6163], [-0.0568, -1.5231, 3.6647], [-2.1485, 2.8342, -1.1541], [-1.6519, 1.7402, -2.4725], [-0.4271, 2.5556, -1.4854], [-4.5301, 1.7064, -0.0099], [-3.6730, 1.6435, 1.5319], [-4.8490, 0.3931, 1.1130], [-4.0385, 0.0848, -2.2303], [-4.0543, -1.5531, -1.5887], [-2.6230, -0.9529, -2.4338], [0.0092, -3.8293, 1.8750], [-0.9786, -5.1702, 1.3124], [-1.4719, -4.2530, 2.7278], [-0.9482, -2.7602, -1.6506], [-2.5325, -3.4996, -1.8128], [-1.1679, -4.4550, -1.2619], [-4.0180, -3.1209, 2.1048], [-4.1314, -4.3106, 0.8169], [-4.5021, -2.6198, 0.4837], [-3.7760, -0.0473, 3.1363], [-2.8871, -0.3952, 4.6190], [-3.3836, -1.7117, 3.5603], [-1.4691, 1.9378, 2.2596], [0.1539, 1.3178, 1.9539], [-0.3833, 1.5745, 3.6011], [-0.3359, -2.5621, 3.8326], [0.0693, -1.0585, 4.6453], [0.9165, -1.4987, 3.1716], [7.2743, -1.7241, -0.8283], [5.4949, -1.4725, -1.4255], [4.8992, -2.4437, -2.2188], [3.5976, -2.2553, -2.6559], [2.8991, -1.1093, -2.2960], [3.5156, -0.1378, -1.5098], [4.8165, -0.3172, -1.0676], [1.4665, -0.9644, -2.7409], [1.0421, -1.5431, -3.7049], [0.7174, -0.1342, -2.0023], [5.4492, -3.3314, -2.4983], [3.1058, -2.9949, -3.2740], [2.9907, 0.7768, -1.2663], [5.2963, 0.4243, -0.4446], [3.3038, -1.7162, 1.8072], [2.4741, -2.5192, 0.9405], [1.2806, -1.7566, 0.3768]],
  "forces_ev_per_angstrom": [[0.705, -0.346, -0.310], [0.038, 0.262, -0.386], [1.019, -0.435, 0.201], [-0.884, -0.120, 0.326], [0.309, -0.149, -0.104], [0.270, 0.115, 0.260], [0.036, -0.451, -1.465], [-0.041, -0.206, -0.007], [-0.203, 0.230, -0.115], [-0.181, 0.078, 0.317], [0.222, 0.053, -0.112], [0.549, 0.584, 0.227], [0.076, -0.080, -0.276], [-0.221, -0.261, 0.147], [-0.185, -0.035, -0.279], [-0.001, -0.086, 0.092], [0.021, -0.096, 0.063], [0.014, -0.076, 0.061], [0.013, -0.032, -0.045], [0.008, -0.038, 0.002], [-0.008, -0.015, -0.031], [-0.010, 0.024, 0.030], [0.000, 0.024, 0.016], [-0.001, -0.048, 0.026], [0.129, -0.010, 0.020], [-0.062, 0.026, -0.053], [0.014, 0.026, 0.019], [0.070, 0.021, -0.131], [-0.015, 0.025, 0.038], [-0.013, -0.011, 0.097], [0.001, -0.020, -0.044], [-0.004, 0.003, -0.032], [-0.028, -0.028, -0.004], [0.026, -0.004, 0.023], [0.102, 0.026, -0.004], [0.053, 0.034, 0.051], [0.028, 0.011, -0.036], [0.019, 0.043, 0.066], [-0.062, -0.030, 0.036], [0.011, 0.005, -0.007], [-0.053, 0.080, -0.021], [0.012, 0.020, 0.048], [-0.191, 0.014, -0.046], [0.206, -0.052, 0.071], [-0.039, -0.012, -0.018], [-0.059, 0.000, -0.038], [-0.328, 0.304, 0.129], [0.010, -0.053, -0.045], [-0.026, 0.009, 0.022], [1.009, -1.085, -0.725], [-0.253, 0.194, 0.362], [-1.440, 0.358, 1.919], [0.005, 0.002, 0.024], [0.036, -0.003, -0.024], [-0.018, -0.026, 0.064], [0.023, 0.020, -0.051], [-0.035, -0.164, -0.110], [0.104, 0.182, 0.053], [-0.775, 1.196, -0.289]],
  "charge": 1,
  "homo_ev": [-11.63, -11.63],
  "de_lowest_kcal_mol": 33.9
}


{
  "formula": "C40H54CsN7O4SSi3",
  "method": "ωB97M-V with the def2-TZVPD basis set",
  "symbols": ["Cs", "C", "C", "O", "C", "C", "C", "N", "N", "C", "O", "C", "C", "C", "C", "C", "C", "H", "H", "H", "H", "H", "H", "H", "H", "H", "H", "H", "H", "N", "C", "C", "C", "C", "C", "C", "S", "N", "C", "C", "C", "C", "C", "C", "N", "H", "H", "H", "H", "H", "H", "H", "H", "H", "C", "O", "Si", "C", "C", "C", "Si", "C", "C", "C", "Si", "C", "C", "C", "H", "H", "H", "H", "H", "H", "H", "H", "H", "H", "H", "H", "H", "H", "H", "H", "H", "H", "H", "H", "H", "H", "H", "H", "H", "H", "H", "N", "C", "O", "C", "C", "C", "C", "N", "C", "H", "H", "H", "H", "H", "H"],
  "coordinates": [[1.6996, 0.4205, 0.1283], [1.1194, -0.5634, 5.0634], [1.6675, -0.6191, 3.6384], [1.7468, 0.5067, 3.0277], [1.9476, -1.8624, 3.1145], [2.4778, -2.1768, 1.8029], [1.9103, -3.4031, 1.1264], [3.3865, -1.5497, 1.1269], [4.0881, -0.5810, 1.8245], [4.4849, 0.4659, 1.1502], [4.1782, 0.8518, -0.0258], [5.3848, 1.3699, 1.9671], [5.8747, 2.5384, 1.3945], [6.6745, 3.4100, 2.1247], [6.9939, 3.1259, 3.4441], [6.5086, 1.9573, 4.0254], [5.7133, 1.0878, 3.2948], [0.0680, -0.8643, 5.0749], [1.1850, 0.4600, 5.4349], [1.6659, -1.2264, 5.7364], [1.6062, -2.7144, 3.6972], [2.1551, -4.2960, 1.7129], [2.3510, -3.5133, 0.1354], [0.8222, -3.3577, 1.0396], [5.5975, 2.7439, 0.3683], [7.0395, 4.3218, 1.6647], [7.6054, 3.8109, 4.0203], [6.7474, 1.7295, 5.0589], [5.3104, 0.1811, 3.7276], [0.1705, 1.4995, -5.2855], [0.2757, 0.3223, -6.0472], [-0.2566, 0.2664, -7.3244], [-0.1335, -0.8876, -8.0918], [0.5005, -1.9990, -7.5666], [1.0134, -1.9509, -6.2738], [0.9287, -0.7928, -5.5210], [1.6051, -0.7386, -3.8922], [0.9049, 0.6277, -3.2214], [0.3138, 1.5119, -3.9027], [-0.2557, 2.6898, -3.1710], [-1.1920, 3.5488, -3.7371], [-1.6534, 4.6220, -2.9874], [-1.1757, 4.8004, -1.7039], [-0.2644, 3.8715, -1.2134], [0.1824, 2.8484, -1.9238], [-0.3692, 2.2370, -5.6987], [-0.7697, 1.1353, -7.7229], [-0.5469, -0.9117, -9.0918], [0.5882, -2.9081, -8.1467], [1.4859, -2.8249, -5.8415], [-1.5990, 3.3854, -4.7261], [-2.3877, 5.2992, -3.4053], [-1.5085, 5.6183, -1.0794], [0.1048, 3.9463, -0.1959], [-2.9233, 1.5793, -0.1829], [-2.3402, 0.3115, -0.0891], [-3.1737, -1.0422, 0.4880], [-4.9679, -0.7913, -0.1169], [-3.3018, -0.7836, 2.3556], [-2.4212, -2.5636, -0.0480], [-2.0997, -2.7714, -1.8051], [-2.1356, -1.1497, -2.7935], [-0.4195, -3.5341, -2.2509], [-3.3606, -3.8758, -2.7237], [-2.5521, -4.0022, 1.0269], [-4.3490, -4.5770, 1.3308], [-1.7101, -5.5618, 0.3398], [-1.8434, -3.8286, 2.7818], [-3.9064, 1.5506, -0.6711], [-2.2744, 2.2218, -0.7841], [-3.0347, 2.0521, 0.8012], [-5.4481, 0.1146, 0.2679], [-5.5559, -1.6523, 0.2146], [-5.0160, -0.7710, -1.2105], [-3.7178, 0.2089, 2.5582], [-2.3181, -0.8383, 2.8253], [-3.9511, -1.5222, 2.8344], [-1.3733, -0.4599, -2.4264], [-3.1009, -0.6407, -2.7158], [-1.9431, -1.3671, -3.8513], [0.3940, -2.9793, -1.7765], [-0.2604, -3.5068, -3.3355], [-0.3430, -4.5726, -1.9233], [-4.3576, -3.4284, -2.6598], [-3.4211, -4.8708, -2.2727], [-3.1044, -3.9972, -3.7826], [-4.8252, -4.8487, 0.3837], [-4.9372, -3.7657, 1.7718], [-4.4014, -5.4387, 2.0063], [-2.0550, -5.8195, -0.6645], [-1.9296, -6.4084, 0.9991], [-0.6253, -5.4373, 0.3013], [-2.5746, -3.4043, 3.4741], [-0.9580, -3.1891, 2.8035], [-1.5554, -4.8127, 3.1675], [2.8095, 2.7954, 3.9652], [2.3016, 4.0302, 3.9515], [2.8985, 5.0250, 4.3626], [0.9249, 4.2005, 3.3488], [0.4663, 5.4943, 3.1479], [-0.7654, 5.6882, 2.5454], [-1.4908, 4.5687, 2.1624], [-1.0712, 3.3218, 2.3503], [0.1143, 3.1435, 2.9413], [3.7768, 2.7199, 4.2427], [2.3483, 1.9332, 3.6184], [1.0961, 6.3142, 3.4678], [-1.1579, 6.6824, 2.3707], [-2.4568, 4.6756, 1.6748], [0.4262, 2.1102, 3.0754]],
  "forces_ev_per_angstrom": [[-2.266, 0.362, -0.525], [-0.017, -0.041, -0.001], [0.044, -0.063, -0.031], [-0.118, -0.096, 0.076], [0.054, 0.089, 0.112], [0.062, -0.132, -0.071], [0.073, -0.013, -0.005], [0.318, -0.323, 0.236], [0.145, -0.065, 0.053], [0.300, -0.017, 0.158], [1.312, 0.096, -0.032], [-0.047, 0.029, 0.017], [-0.001, -0.001, 0.001], [-0.004, -0.001, -0.007], [-0.001, -0.006, -0.001], [0.006, 0.006, 0.003], [0.010, -0.017, -0.023], [-0.004, 0.035, -0.009], [0.017, -0.006, 0.006], [-0.018, -0.015, -0.010], [0.011, 0.002, 0.015], [-0.046, 0.001, 0.013], [-0.005, -0.012, -0.002], [-0.034, 0.040, -0.005], [0.004, 0.001, 0.000], [-0.005, 0.001, 0.003], [-0.006, 0.001, 0.000], [-0.002, 0.000, -0.001], [0.003, 0.003, 0.005], [0.089, -0.019, -0.047], [-0.017, 0.005, 0.017], [-0.013, 0.002, 0.000], [0.010, -0.005, 0.017], [-0.003, 0.020, 0.003], [-0.015, -0.027, -0.011], [-0.132, -0.026, 0.034], [0.155, 0.092, -0.102], [0.003, -0.152, 0.142], [-0.049, 0.079, 0.011], [-0.061, -0.039, 0.035], [-0.034, -0.006, -0.002], [0.004, 0.002, 0.008], [-0.010, -0.007, 0.002], [-0.008, -0.013, 0.012], [0.175, 0.079, 0.019], [-0.011, 0.007, 0.012], [-0.001, -0.002, -0.001], [0.000, -0.002, 0.000], [-0.001, 0.002, -0.003], [-0.001, 0.004, 0.005], [0.013, -0.016, -0.004], [-0.001, 0.000, 0.001], [-0.002, -0.003, 0.002], [0.018, 0.015, -0.010], [-0.013, 0.021, 0.022], [0.039, -0.062, -0.067], [-0.030, 0.040, 0.004], [-0.002, -0.006, -0.003], [0.000, -0.013, -0.010], [0.015, 0.007, 0.070], [-0.011, 0.018, -0.055], [0.004, -0.018, -0.023], [0.004, 0.015, 0.007], [0.005, 0.002, 0.001], [-0.024, -0.001, -0.030], [0.011, -0.007, 0.010], [0.018, 0.014, 0.017], [0.022, 0.008, -0.002], [0.011, -0.003, -0.003], [0.001, -0.007, 0.006], [0.001, -0.002, 0.000], [-0.007, -0.004, 0.001], [0.001, -0.004, 0.002], [-0.004, 0.006, 0.002], [0.005, -0.002, 0.005], [0.018, -0.010, 0.009], [-0.004, -0.003, -0.005], [-0.010, -0.008, 0.004], [0.005, -0.009, -0.006], [0.005, 0.011, -0.020], [-0.007, 0.004, -0.006], [-0.006, -0.003, 0.002], [-0.006, -0.028, 0.015], [0.003, 0.002, -0.002], [-0.001, 0.008, -0.010], [-0.003, -0.001, 0.004], [0.004, 0.000, 0.000], [-0.003, -0.004, 0.004], [-0.003, 0.002, -0.003], [0.000, 0.006, 0.000], [0.008, 0.004, -0.004], [0.019, 0.002, -0.004], [-0.005, 0.024, -0.005], [0.026, 0.007, -0.025], [-0.022, -0.005, 0.006], [0.048, 0.260, 0.118], [0.106, -0.052, -0.070], [-0.032, 0.043, 0.029], [0.046, 0.027, -0.028], [0.003, -0.009, 0.008], [-0.007, -0.015, -0.005], [0.012, 0.011, 0.000], [-0.035, 0.025, 0.063], [-0.069, -0.069, -0.071], [0.003, 0.010, 0.011], [-0.019, -0.120, -0.074], [0.003, 0.005, -0.003], [-0.001, 0.002, -0.001], [-0.002, 0.002, 0.002], [-0.009, 0.034, 0.000]],
  "charge": -2,
  "homo_ev": -1.51,
  "de_lowest_kcal_mol": 7.2
}


{
  "formula": "C5H10O",
  "method": "ωB97M-V with the def2-TZVPD basis set",
  "symbols": ["C", "C", "C", "C", "C", "O", "H", "H", "H", "H", "H", "H", "H", "H", "H", "H"],
  "coordinates": [[-0.6106, -0.1895, -1.3736], [0.3993, 0.0985, -0.5544], [1.5598, -0.8397, -0.3458], [0.3238, 1.3097, 0.3515], [-0.3742, 0.6426, 1.5130], [-1.5608, 0.7323, 1.7247], [-0.6591, -1.1418, -1.8959], [-2.1665, -0.9561, -0.1441], [-1.4302, 0.5043, -1.5392], [1.9781, -0.7823, 0.6660], [2.3621, -0.5758, -1.0431], [1.2715, -1.8791, -0.5291], [1.3127, 1.6973, 0.6216], [-0.3051, 2.1096, -0.0505], [0.2520, -0.0735, 2.0869], [-2.3528, -0.6565, 0.5118]],
  "forces_ev_per_angstrom": [[0.375, 0.208, -0.222], [-0.033, -0.088, -0.339], [0.090, -0.072, -0.024], [-0.039, 0.045, -0.008], [-0.306, 0.152, 0.229], [0.582, 0.314, 0.265], [0.109, 0.171, -0.069], [-0.399, -0.246, 0.241], [0.164, -0.101, 0.067], [-0.114, 0.040, -0.166], [0.011, -0.077, 0.115], [0.061, 0.152, -0.052], [-0.145, -0.124, -0.023], [0.101, -0.199, 0.050], [-0.113, 0.143, 0.040], [-0.343, -0.320, -0.103]],
  "charge": 0,
  "smiles": "C=C(C)CC=O.[H][H]",
  "homo_ev": -9.29,
  "de_lowest_kcal_mol": 55.5
}


{
  "formula": "C3H11N2O",
  "method": "ωB97M-V with the def2-TZVPD basis set",
  "symbols": ["C", "C", "C", "N", "N", "H", "H", "H", "H", "H", "H", "H", "H", "H", "H", "H", "O"],
  "coordinates": [[0.2423, 1.9717, 0.4469], [0.0873, 0.5416, -0.1689], [0.0689, -0.4615, 1.0195], [0.0004, -1.7445, 0.5088], [1.2937, 0.3389, -0.9219], [0.6176, 2.7125, -0.2597], [-0.7263, 2.3707, 0.7675], [0.9247, 1.9932, 1.3071], [0.9649, -0.2656, 1.6630], [-0.7759, -0.1728, 1.6756], [0.3506, -2.4184, 1.2079], [1.1756, 0.5966, -1.8999], [1.5126, -0.6650, -0.9442], [-0.8626, 0.4696, -0.7178], [-1.8478, -2.1022, -1.9139], [-1.1467, -1.7081, -0.5731], [-1.8793, -1.4568, -1.1969]],
  "forces_ev_per_angstrom": [[-1.171, 0.126, -0.166], [0.271, 2.692, 1.011], [1.398, 0.105, -1.321], [0.442, 0.731, 1.582], [-0.793, -2.310, -0.251], [0.157, -0.301, -0.218], [0.087, -0.162, 0.118], [-0.006, -0.303, -0.219], [-0.282, -0.570, 0.223], [-0.281, -0.221, 0.158], [0.032, -0.173, -0.151], [0.302, 0.768, 0.165], [0.395, 0.170, 0.045], [0.195, -0.369, -0.126], [-0.184, -0.032, 0.001], [-0.950, -0.065, -1.288], [0.388, -0.087, 0.436]],
  "charge": 1,
  "homo_ev": -14.81,
  "de_lowest_kcal_mol": 161.6
}